Record 1
C4H7F in the gas phase. Source: the Open Molecules 2025 dataset; level of theory: wB97M-V/def2-TZVPD.

CARTESIAN COORDINATES (ANGSTROEM)
F1 -1.242 1.131 -1.270
C1 0.179 0.858 -1.211
C2 0.152 0.417 0.314
C3 0.867 -0.758 0.751
C4 -0.698 -0.769 0.531
H1 0.361 0.132 -1.896
H2 -0.362 1.249 0.966
H3 -1.221 -1.151 -0.400
H4 1.067 -0.970 1.864
H5 -1.278 -0.724 1.638
H6 0.726 1.848 -1.337
H7 1.449 -1.264 0.049

HOMO level ... -9.780 eV
HOMO-LUMO gap ... 10.940 eV
Multiplicity ... 1
Net charge ... 0

---

Record 2
C6H11NO in the gas phase. Source: the Open Molecules 2025 dataset; level of theory: wB97M-V/def2-TZVPD.

CARTESIAN COORDINATES (ANGSTROEM)
O1 -0.228 1.808 1.853
N1 -0.156 -1.384 -1.726
C1 1.213 -0.897 -1.864
C2 -0.676 1.046 0.817
C3 -0.914 -1.025 -0.557
C4 0.635 1.200 2.773
C5 -0.337 -0.228 0.588
C6 -1.257 -0.386 -1.891
H1 1.925 -1.597 -1.420
H2 0.318 -0.752 1.291
H3 -1.483 -1.882 -0.217
H4 -1.009 0.674 -1.945
H5 1.343 0.128 -1.419
H6 0.810 1.950 3.552
H7 -2.075 -0.702 -2.538
H8 -1.293 1.605 0.120
H9 1.586 0.968 2.309
H10 0.174 0.315 3.222
H11 1.427 -0.842 -2.947

HOMO level ... -8.900 eV
HOMO-LUMO gap ... 9.863 eV
Multiplicity ... 1
Net charge ... 0

---

Record 3
C39H44N9OSeW as an isolated structure. Source: the Open Molecules 2025 dataset; level of theory: wB97M-V/def2-TZVPD.

CARTESIAN COORDINATES (ANGSTROEM)
W1 -0.709 0.295 -0.157
Se1 -4.617 1.890 6.266
O1 -2.152 0.197 -1.243
N1 0.788 1.833 -0.630
N2 -1.986 -0.665 1.306
N3 -4.137 0.373 5.501
N4 0.042 -0.327 -2.320
N5 0.317 -1.515 -0.037
N6 3.032 1.343 -1.169
N7 0.503 0.268 1.861
N8 -4.009 2.900 4.954
N9 -1.744 1.916 0.809
C1 -3.518 0.497 -3.213
C2 1.044 -4.185 0.259
C3 -0.307 1.877 -3.402
C4 0.208 -0.187 -4.686
C5 1.047 -3.329 1.340
C6 0.849 -1.388 3.572
C7 0.465 -2.290 -3.616
C8 0.672 -1.019 2.255
C9 1.999 2.160 -1.083
C10 0.902 -0.406 4.542
C11 0.435 -1.544 -4.781
C12 -2.462 0.168 2.255
C13 -3.449 -0.131 -1.834
C14 -2.353 1.586 1.968
C15 0.672 1.238 2.800
C16 -3.316 -1.671 3.527
C17 -0.011 0.404 -3.447
C18 3.393 -1.098 -1.578
C19 0.747 -3.664 -0.987
C20 -1.884 3.161 0.364
C21 4.368 1.680 -3.274
C22 3.040 -0.003 -0.583
C23 0.427 -2.326 -1.117
C24 -3.102 -0.296 3.395
C25 0.280 -1.644 -2.410
C26 0.852 0.912 4.137
C27 0.673 -2.006 1.169
C28 -3.582 0.689 4.358
C29 -3.510 2.089 4.056
C30 -2.242 -1.965 1.420
C31 -3.531 -1.647 -1.921
C32 0.765 2.693 2.433
C33 4.323 1.782 -1.754
C34 2.209 3.601 -1.474
C35 -2.913 -2.504 2.508
C36 -4.521 0.435 -0.919
C37 -3.001 3.862 2.347
C38 -2.936 2.540 2.793
C39 -2.514 4.158 1.093
H1 2.733 -1.077 -2.447
H2 0.800 -4.296 -1.860
H3 -3.446 1.584 -3.155
H4 -4.429 1.520 -0.841
H5 3.561 2.241 -3.748
H6 0.173 0.428 -5.576
H7 -0.195 3.201 2.504
H8 5.312 2.087 -3.636
H9 0.648 -3.353 -3.652
H10 -1.896 -2.599 0.614
H11 -4.392 -1.931 -2.525
H12 -4.476 0.248 -3.670
H13 0.615 2.455 -3.322
H14 3.774 0.006 0.227
H15 0.270 2.698 -0.600
H16 -2.636 -2.053 -2.398
H17 0.588 -2.015 -5.743
H18 2.871 4.086 -0.754
H19 -4.451 -0.004 0.079
H20 1.267 4.144 -1.488
H21 1.308 -5.227 0.375
H22 4.421 -1.016 -1.929
H23 3.300 -2.069 -1.088
H24 5.087 1.140 -1.320
H25 4.548 2.792 -1.422
H26 0.945 -2.429 3.841
H27 -2.727 0.113 -3.858
H28 -5.509 0.208 -1.320
H29 2.671 3.702 -2.454
H30 4.300 0.644 -3.605
H31 1.025 -0.664 5.587
H32 1.429 3.188 3.139
H33 -0.798 2.178 -4.326
H34 -3.821 -2.051 4.407
H35 -3.459 4.617 2.975
H36 2.069 -0.172 -0.145
H37 0.977 1.713 4.854
H38 -1.481 3.374 -0.619
H39 -3.653 -2.094 -0.934
H40 -0.958 2.130 -2.572
H41 1.164 2.820 1.435
H42 -2.599 5.154 0.679
H43 1.356 -3.687 2.311
H44 -3.106 -3.568 2.545

HOMO level (alpha / beta) ... -15.070 / -15.070 eV
HOMO-LUMO gap (alpha / beta) ... 6.395 / 6.394 eV
Multiplicity ... 1
Net charge ... +3

---

Record 4
C44H32FeIN3O2PS as an isolated structure. Source: the Open Molecules 2025 dataset; level of theory: wB97M-V/def2-TZVPD.

CARTESIAN COORDINATES (ANGSTROEM)
I1 0.513 -1.860 -1.363
Fe1 -0.445 0.562 -0.474
S1 -3.707 0.008 2.196
P1 1.065 0.042 1.186
O1 -5.221 -3.993 -4.176
O2 -4.558 -3.531 -6.237
N1 -0.844 0.264 -2.567
N2 -1.939 1.943 -0.784
N3 0.746 1.935 -1.088
C1 -0.991 1.705 4.980
C2 2.229 3.805 -1.039
C3 1.143 -5.599 0.748
C4 -1.559 -0.981 -4.553
C5 1.018 -3.277 0.143
C6 -3.918 2.600 0.381
C7 1.323 2.952 -0.457
C8 0.132 0.944 -3.160
C9 -2.840 1.728 0.184
C10 -3.111 3.898 -1.453
C11 2.697 -1.291 2.836
C12 1.856 -1.530 1.763
C13 2.661 0.916 0.929
C14 -4.500 -3.366 -4.905
C15 4.685 1.028 -0.367
C16 3.129 1.936 1.752
C17 -2.613 0.539 0.947
C18 0.761 -4.595 -0.145
C19 1.649 -2.870 1.342
C20 5.149 2.046 0.451
C21 0.340 0.670 2.753
C22 -3.518 -2.375 -4.385
C23 -1.692 -1.470 1.599
C24 2.589 3.575 -2.377
C25 -2.803 -1.069 -2.490
C26 -2.771 -1.412 2.425
C27 0.964 1.789 -2.429
C28 2.955 -3.618 3.286
C29 -0.345 0.484 5.054
C30 -1.593 -0.359 0.730
C31 -4.043 3.702 -0.439
C32 1.851 -5.269 1.868
C33 0.299 -0.042 3.948
C34 -2.448 -1.864 -5.123
C35 -0.357 1.878 2.674
C36 3.273 -2.323 3.578
C37 1.955 2.584 -3.068
C38 -3.667 -1.972 -3.053
C39 -1.006 2.396 3.778
C40 2.148 -3.924 2.172
C41 -2.083 2.985 -1.590
C42 -1.721 -0.551 -3.225
C43 3.445 0.466 -0.131
C44 4.373 2.493 1.510
H1 1.043 3.093 0.576
H2 -3.077 -2.131 3.160
H3 6.119 2.484 0.270
H4 -3.958 -2.942 -6.713
H5 -4.857 4.397 -0.302
H6 -3.186 4.735 -2.126
H7 0.755 -1.017 4.031
H8 0.905 -6.626 0.524
H9 -4.636 2.395 1.160
H10 -1.538 3.332 3.704
H11 3.929 -2.081 4.400
H12 5.297 0.666 -1.180
H13 -2.921 -0.757 -1.462
H14 2.173 2.393 -4.106
H15 2.901 -0.272 3.135
H16 -0.708 -0.655 -5.130
H17 2.656 4.614 -0.472
H18 -2.264 -2.184 -6.141
H19 2.527 2.288 2.581
H20 -1.501 2.102 5.844
H21 0.284 -4.855 -1.077
H22 3.334 4.194 -2.851
H23 3.089 -0.336 -0.764
H24 -1.002 -2.295 1.608
H25 -1.348 3.087 -2.375
H26 -0.411 2.403 1.726
H27 4.741 3.275 2.158
H28 3.328 -4.429 3.889
H29 -0.344 -0.075 5.977
H30 -4.476 -2.404 -2.483
H31 2.208 -6.036 2.539
H32 0.280 0.900 -4.235

HOMO level (alpha / beta) ... -8.625 / -10.545 eV
HOMO-LUMO gap (alpha / beta) ... 5.515 / 7.163 eV
Expectation value of S² ... 6.112
Multiplicity ... 5
Net charge ... +1

---

In order of appearance, energy above the lowest of the compared OMol25 structures with the same formula, charge and spin = 195.2 288.9 7.3 13.6 kJ/mol.
In order of appearance, F_max = 0.1272 0.0274 0.0270 0.0347 Eh/bohr.